{"formula": "C43H65INP", "method": "ωB97M-V/def2-TZVPD", "total_charge": 0, "energy_ev": -64521.7436, "orbital_gap_ha": 0.302, "smiles": "CCCCCCP(CCCCCCCCCCCCn1cccc1)[C@@H](I)CC.c1ccccc1.c1ccccc1.c1ccccc1", "elements": ["I", "P", "N", "C", "C", "C", "C", "C", "C", "C", "C", "C", "C", "C", "C", "C", "C", "C", "C", "C", "C", "C", "C", "C", "C", "C", "C", "C", "C", "C", "C", "C", "C", "C", "C", "C", "C", "C", "C", "C", "C", "C", "C", "C", "C", "C", "H", "H", "H", "H", "H", "H", "H", "H", "H", "H", "H", "H", "H", "H", "H", "H", "H", "H", "H", "H", "H", "H", "H", "H", "H", "H", "H", "H", "H", "H", "H", "H", "H", "H", "H", "H", "H", "H", "H", "H", "H", "H", "H", "H", "H", "H", "H", "H", "H", "H", "H", "H", "H", "H", "H", "H", "H", "H", "H", "H", "H", "H", "H", "H", "H"], "xyz": [[-1.4760, -1.8251, -7.0413], [-0.4276, 0.9157, -5.3755], [1.1719, -1.2277, 7.8022], [1.8326, -4.4228, -6.5768], [2.3367, 2.4078, 2.8015], [1.3475, -2.3369, 8.6204], [1.7114, -3.0475, -6.4197], [-2.4104, 1.8192, -7.2726], [-7.9039, -2.0214, -0.9340], [0.2323, 1.3618, -3.6701], [-7.1804, -3.1329, -0.5198], [1.5798, 0.3901, -1.6743], [5.1885, 1.3857, 11.8784], [4.1038, -4.3153, -5.7867], [1.6745, 1.2784, 7.5770], [-5.9781, -3.1285, -2.6043], [5.0898, 0.7482, 9.5595], [5.7041, 1.9431, 9.2046], [-5.8726, 1.2924, -6.8890], [2.6280, 2.0187, 5.3290], [2.7897, -2.3048, -5.9521], [1.3327, 0.0585, 8.5055], [6.0541, 2.8619, 10.1862], [1.6624, 1.7563, 1.5092], [5.7979, 2.5829, 11.5231], [2.8511, 1.0353, 6.5557], [3.0277, -5.0574, -6.2592], [-1.5273, 2.2946, -6.0356], [-1.2341, -1.5480, -4.0279], [2.5860, 1.3105, 3.9301], [-7.6695, -1.4677, -2.1869], [1.5899, 1.8650, -1.0647], [0.8349, -2.9861, 6.4512], [4.8303, 0.4707, 10.8960], [1.4892, 0.4861, -3.2597], [-3.2202, 3.0051, -7.9098], [-4.4740, 3.4785, -7.0749], [-1.5705, -0.5879, -5.2367], [-6.2161, -3.6853, -1.3537], [2.5530, 1.9047, 0.2054], [-6.7078, -2.0224, -3.0222], [1.1559, -3.5095, 7.8049], [-5.0699, 2.4033, -6.0981], [0.8403, -1.5326, 6.5015], [-2.5559, -2.3735, -3.6734], [3.9861, -2.9386, -5.6378], [4.8277, -2.3589, -5.2756], [3.4515, 2.7835, 5.3096], [6.5280, 3.7965, 9.9092], [-3.1988, -2.3571, -4.5916], [0.6641, -0.1314, -1.2753], [0.6317, -3.5889, 5.5463], [-0.9681, -0.9976, -3.0869], [-4.3136, 1.9712, -5.3921], [-6.6158, 0.8645, -6.1655], [1.6718, 2.6012, 5.4224], [2.4764, -0.2076, -1.3555], [0.3880, 0.3267, 9.0554], [-2.4895, 3.8460, -8.0638], [-2.2043, 2.6965, -5.2307], [0.7733, -2.5513, -6.6631], [-3.0327, 0.9266, -7.0214], [-5.2244, -3.5573, -3.2539], [1.5605, 0.6559, 1.6918], [5.0346, -4.8103, -5.5354], [1.5852, -2.2098, 9.6917], [0.9934, -5.0018, -6.9469], [3.8017, 1.3788, 7.0482], [-5.2171, 0.4824, -7.2927], [3.1211, -6.1305, -6.3798], [-6.4868, 1.7351, -7.7187], [-5.2920, 3.7668, -7.7925], [-8.6513, -1.5868, -0.2807], [0.5249, 2.0830, -0.7847], [2.4292, 0.8874, -3.7108], [1.6954, 0.6256, 3.8658], [3.5370, 0.7989, 3.6436], [-3.0675, -1.9167, -2.7903], [-2.6302, -0.2369, -5.1307], [-5.8290, 2.9121, -5.4386], [3.3297, 1.0971, 0.1410], [3.1051, 2.8784, 0.1852], [4.3489, -0.4606, 11.1725], [-0.3990, -2.2124, -4.3666], [-4.2406, 4.4267, -6.5144], [0.7364, 1.6759, 7.1027], [-7.3678, -3.5688, 0.4547], [1.2440, -4.5568, 8.1448], [-0.8736, 3.1103, -6.4487], [-0.5836, 1.1119, -2.9338], [-1.6568, 1.5041, -8.0503], [3.0086, -0.0285, 6.2634], [1.8906, 2.5931, -1.8570], [0.5384, 2.4346, -3.5979], [2.0177, 2.1040, 8.2639], [4.9921, 1.1663, 12.9213], [-5.6495, -4.5503, -1.0291], [2.6961, -1.2308, -5.8330], [-6.5260, -1.5914, -4.0005], [4.8131, 0.0323, 8.7937], [1.3635, -0.5798, -3.6020], [2.1517, -0.0575, 9.2525], [-8.2371, -0.6035, -2.5120], [-2.2761, -3.4340, -3.4633], [0.6414, -0.7966, 5.7052], [6.0730, 3.2987, 12.2887], [5.9090, 2.1587, 8.1622], [1.6192, 3.1999, 3.1443], [3.2932, 2.9257, 2.5202], [-3.5580, 2.6883, -8.9358], [0.6345, 2.1663, 1.3372]], "forces_ev_per_angstrom": [[-1.1, 0.8, 0.2], [1.3, -0.1, -1.5], [0.3, 0.3, 1.6], [0.0, 0.0, 0.0], [-0.6, -0.5, -0.4], [-0.4, -1.9, -2.4], [0.1, 0.1, 0.0], [1.2, 0.4, -0.2], [0.0, 0.0, 0.0], [-0.4, -0.9, 0.7], [0.0, 0.0, 0.0], [-0.3, 1.0, -0.7], [0.0, 0.0, 0.0], [0.0, 0.0, 0.0], [0.3, -0.3, 0.7], [0.0, 0.0, 0.0], [0.0, 0.0, 0.0], [0.0, 0.0, 0.0], [-0.1, 0.2, 0.8], [0.6, -0.5, -0.5], [0.1, -0.1, 0.0], [-0.2, 1.4, -0.5], [0.0, 0.0, 0.0], [1.4, -0.2, 0.1], [0.0, 0.0, 0.0], [-0.1, 1.5, 0.1], [0.0, 0.0, 0.0], [-1.1, 0.0, 0.0], [-1.0, -0.2, -0.2], [-0.6, 1.6, -0.6], [0.0, 0.0, 0.0], [0.6, -1.4, 0.2], [0.2, 1.2, 1.2], [0.0, 0.0, 0.0], [-0.7, -1.0, 0.6], [-0.1, -0.4, 0.1], [0.1, 0.3, 0.1], [-0.2, 0.6, 1.7], [0.0, 0.0, 0.0], [-1.3, 0.8, -0.4], [0.0, 0.0, 0.0], [-0.1, 2.7, -0.5], [-0.9, 0.3, -0.5], [0.2, -3.2, 0.7], [1.0, 0.0, -0.6], [0.0, 0.0, 0.0], [0.0, 0.0, 0.0], [-0.7, -0.6, 0.0], [0.0, 0.0, 0.0], [0.3, -0.2, 1.0], [0.9, 0.3, -0.5], [0.2, 0.5, 0.8], [0.1, -0.3, -1.1], [-0.6, 0.3, -0.8], [0.7, 0.0, -0.7], [0.8, -0.6, 0.1], [-0.8, 0.6, -0.4], [0.8, -0.4, -0.4], [-0.8, -0.6, 0.1], [0.7, -0.1, -0.7], [0.8, -0.3, 0.1], [0.4, 0.8, -0.3], [0.0, 0.0, 0.0], [-0.2, 0.8, -0.1], [0.0, 0.0, 0.0], [-0.2, -0.1, -1.0], [0.0, 0.0, 0.0], [-0.9, -0.6, -0.3], [-0.6, 0.6, 0.3], [0.0, 0.0, 0.0], [0.7, -0.3, 0.7], [0.7, -0.3, 0.7], [0.0, 0.0, 0.0], [1.1, 0.2, -0.1], [-0.7, -0.2, 0.4], [1.1, 0.3, 0.3], [-0.8, 0.0, 0.6], [0.3, -0.5, -0.9], [0.8, -0.5, -0.3], [0.8, -0.3, -0.6], [-0.8, 0.7, 0.1], [-0.5, -0.7, 0.3], [0.0, 0.0, 0.0], [-0.6, 0.5, 0.7], [-0.1, -1.0, -0.4], [0.9, -0.6, 0.1], [0.0, 0.0, 0.0], [-0.1, 0.9, -0.4], [-0.4, -0.7, 0.8], [0.8, 0.7, -0.4], [-0.8, 0.0, 0.7], [-0.4, 0.8, 0.1], [0.0, -0.5, 0.7], [-0.7, -0.8, -0.3], [-0.5, -0.7, -0.6], [0.0, 0.0, 0.0], [0.0, 0.0, 0.0], [0.0, 0.0, 0.0], [0.0, 0.0, 0.0], [0.0, 0.0, 0.0], [0.2, 1.1, -0.1], [-0.6, 0.0, -0.6], [0.0, 0.0, 0.0], [-0.4, 0.8, 0.0], [0.2, -0.5, 0.8], [0.0, 0.0, 0.0], [0.0, 0.0, 0.0], [0.8, -0.6, 0.1], [-0.8, -0.5, 0.3], [0.3, 0.2, 1.0], [1.0, -0.2, 0.1]]}